Entry 1:
24
Properties=species:S:1:pos:R:3:forces:R:3 method="wB97M-V/def2-TZVPD" energy_ev=-11604.7517 spin_multiplicity=1 smiles=Cc1ccc(O)cc1.CC charge=0 max_force_ev_per_a=4.95 de_lowest_ev=2.885 lumo_ev=0.91
C 3.0841 0.2042 -2.1677 4.293 -1.599 1.878
C 1.6786 0.0397 -2.5769 -0.302 -2.658 -2.312
H 3.6055 0.9759 -2.6533 0.574 1.089 -1.133
H 3.9239 -0.6994 -2.1402 -2.667 1.450 -1.119
H 3.3540 0.4393 -1.1390 -1.221 0.380 0.610
H 0.9580 0.6996 -2.1524 -0.328 0.281 0.902
H 1.5620 0.2399 -3.7044 0.299 -0.625 1.493
H 1.4734 -1.0709 -2.3833 -0.634 1.677 -0.336
C -0.6485 2.3153 1.5874 -1.040 0.722 2.246
C -1.0275 0.4073 0.0192 0.477 2.548 3.439
C -0.9745 0.8329 1.4581 -0.728 1.097 -3.070
C -1.2130 -0.8659 -0.2260 -1.505 -2.609 -3.192
C -1.7201 -1.6634 0.8162 2.345 -4.165 -0.522
C -1.3378 -0.0246 2.4424 -0.369 -0.624 1.048
C -1.6310 -1.4208 2.1550 -0.530 1.860 1.777
O -1.8170 -2.9590 0.2756 -0.743 -0.574 0.531
H -1.0600 1.1661 -0.7343 0.804 0.278 -0.376
H -1.1519 -1.3739 -1.3367 -0.384 1.458 3.060
H -1.2723 2.9115 2.3756 0.558 -1.303 -1.355
H -0.8584 2.7799 0.6101 0.742 0.138 0.580
H -1.5189 0.4071 3.4603 0.595 -0.717 -0.829
H -1.9686 -3.6929 0.9011 0.021 0.964 -0.018
H -1.8001 -2.1028 3.0769 0.017 0.901 -2.235
H 0.3600 2.4548 2.0362 -0.276 0.033 -1.067

Entry 2:
34
Properties=species:S:1:pos:R:3:forces:R:3 method="wB97M-V/def2-TZVPD" energy_ev=-17666.9312 spin_multiplicity=1 charge=+1 max_force_ev_per_a=4.28 de_lowest_ev=2.736 lumo_ev=-3.01
C -4.0348 -2.6025 1.5775 -0.768 0.668 0.863
C -3.4499 -1.3394 1.6334 -0.195 0.875 1.431
C 2.8049 -0.3673 -0.6284 2.139 -0.503 1.599
C 2.3622 1.1070 -0.3412 2.364 -3.070 1.418
C 1.6451 -1.0804 -1.2965 0.014 1.092 -0.475
C 1.2497 0.9855 0.6408 -0.134 3.400 0.278
C 0.3320 -0.9766 -0.4646 0.654 0.152 -2.383
C -0.6076 1.4406 -1.0386 2.540 1.246 -0.334
C -1.6748 2.2425 -0.2705 -0.943 0.624 0.090
C -1.0591 0.4076 0.9431 -0.075 0.083 4.274
C 0.0364 0.4450 -0.0110 -2.459 -0.576 -2.034
N -3.3702 -3.3275 0.7303 0.304 -1.051 -0.476
N -2.3782 -2.5678 0.3739 1.365 0.632 -2.057
N -2.3833 -1.3198 0.8605 -0.674 -1.069 -0.454
N -1.9162 1.3832 0.9350 1.888 -0.292 -3.189
H -4.8599 -2.9556 2.1602 -0.275 -0.227 -0.105
H -3.7426 -0.5397 2.3178 0.253 -0.122 -0.526
H 3.7231 -0.4477 -1.2640 -0.875 0.418 0.164
H 3.2535 -0.8775 0.3834 -1.616 1.056 -2.095
H 3.2519 1.6146 0.0149 -0.256 0.500 0.255
H 2.0594 1.4888 -1.2462 -0.571 1.270 -2.027
H 1.4997 -0.4788 -2.2871 0.015 -1.373 1.432
H 1.9410 -2.1107 -1.5122 -0.478 0.094 -0.158
H 1.5453 0.4742 1.4860 0.707 -1.908 1.634
H 1.0486 1.9560 1.1146 -0.310 0.318 -0.411
H -0.4337 -1.3451 -1.1626 -0.214 0.092 0.528
H 0.3438 -1.5341 0.4397 0.275 -1.057 0.600
H -0.9311 0.9509 -1.9204 -0.675 -0.590 -0.714
H 0.2974 2.0783 -1.3730 -2.024 -0.448 0.343
H -1.1884 3.1148 0.1121 0.253 0.765 0.282
H -2.6484 2.6573 -0.7240 1.526 -1.334 0.221
H -0.8459 -0.0611 1.9188 -0.318 0.165 -0.555
H -2.3685 1.7129 1.7255 -1.183 0.486 1.631
H -1.8780 -2.7141 -0.5148 -0.255 -0.319 0.953

Entry 3:
62
Properties=species:S:1:pos:R:3:forces:R:3 method="wB97M-V/def2-TZVPD" energy_ev=-49405.7835 spin_multiplicity=1 smiles="Cc1ccc(S(=O)(=O)N[C@H](C)C(=O)N2CCOCCOCCOCCOCC2)cc1" charge=0 max_force_ev_per_a=0.80 de_lowest_ev=0.221 lumo_ev=0.52
C 7.2694 1.1165 -0.5010 0.009 0.049 0.044
C 5.8315 0.7869 -0.2479 -0.100 0.008 -0.059
C 4.8237 1.4122 -0.9755 0.029 -0.098 0.088
C 3.4927 1.1249 -0.7280 -0.152 0.113 -0.053
C 3.1734 0.2092 0.2542 -0.543 -0.046 0.015
C 4.1544 -0.4242 0.9913 0.108 -0.064 0.131
C 5.4821 -0.1322 0.7384 -0.159 0.016 -0.012
H 6.2584 -0.6194 1.3097 0.067 -0.061 0.062
H 3.8591 -1.1254 1.7547 0.068 -0.134 0.128
S 1.4733 -0.2121 0.5565 0.278 -0.193 -0.391
O 1.2674 -0.5006 1.9474 0.256 -0.188 0.100
O 0.6230 0.7898 -0.0350 0.343 -0.045 -0.141
N 1.3824 -1.6693 -0.2609 0.268 0.608 0.451
H 1.3176 -1.5349 -1.2644 0.056 0.133 -0.219
C 0.3314 -2.5687 0.1861 -0.222 -0.240 0.111
H 0.1478 -2.3151 1.2281 -0.141 -0.181 -0.049
C 0.7993 -4.0218 0.0666 -0.069 0.284 0.059
H 1.7214 -4.1578 0.6244 0.056 -0.011 0.076
H 0.0382 -4.6915 0.4595 -0.071 -0.126 0.017
H 0.9779 -4.2630 -0.9783 0.004 -0.040 -0.083
C -0.8905 -2.3888 -0.7248 -0.100 -0.104 0.309
O -0.7020 -2.3214 -1.9302 0.291 0.076 -0.281
N -2.1221 -2.4044 -0.1752 -0.172 -0.152 -0.227
C -2.3610 -2.2143 1.2411 0.247 0.334 0.321
H -1.8305 -2.9855 1.8048 -0.107 0.048 0.024
H -3.4302 -2.3419 1.4193 0.097 -0.070 0.040
C -1.9600 -0.8143 1.7496 -0.018 -0.102 0.124
H -1.2806 -0.3455 1.0289 -0.103 -0.058 0.102
O -3.1190 -0.0249 1.9200 -0.107 -0.210 -0.261
C -2.9346 1.1049 2.7446 0.219 0.413 0.108
H -3.9352 1.5227 2.8817 0.131 0.048 0.088
C -2.0060 2.2149 2.2072 -0.305 -0.250 0.159
O -2.6801 3.1905 1.4438 0.083 0.237 -0.028
C -2.9091 2.8451 0.0878 -0.010 -0.078 -0.289
C -1.6832 3.1509 -0.7923 -0.017 0.130 0.401
O -1.8504 2.7815 -2.1471 -0.335 0.015 -0.017
C -1.3860 1.5016 -2.5139 -0.211 -0.432 -0.128
C -2.4634 0.4131 -2.5416 0.298 0.328 -0.270
O -2.8365 0.1167 -1.2156 0.180 -0.041 0.105
C -3.8337 -0.8530 -1.0518 -0.089 -0.282 0.104
C -3.2605 -2.2804 -1.0673 -0.064 0.314 -0.349
H -4.0343 -2.9913 -0.7643 -0.001 0.030 -0.033
H -2.9046 -2.5360 -2.0672 -0.149 -0.029 0.138
H -4.6104 -0.7634 -1.8246 0.029 -0.015 0.086
H -4.2733 -0.6447 -0.0722 -0.084 -0.038 -0.135
H -2.0413 -0.4734 -3.0345 -0.028 0.065 0.020
H -3.3392 0.7632 -3.1083 0.069 -0.019 0.032
H -0.5868 1.1766 -1.8399 -0.055 0.023 -0.159
H -0.9882 1.6041 -3.5299 0.000 -0.099 0.082
H -1.5096 4.2324 -0.7948 0.018 -0.119 0.098
H -0.8006 2.6536 -0.3741 -0.059 0.109 -0.019
H -3.1716 1.7902 -0.0036 -0.033 0.159 -0.013
H -3.7536 3.4587 -0.2374 0.050 -0.096 -0.054
H -1.6023 2.7606 3.0647 0.037 -0.134 -0.031
H -1.1712 1.7751 1.6522 0.058 0.013 0.034
H -2.5452 0.7740 3.7202 -0.036 0.014 -0.047
H -1.4326 -0.8966 2.7108 -0.013 -0.013 -0.058
H 2.6968 1.6050 -1.2751 -0.050 0.106 -0.110
H 5.0843 2.1288 -1.7402 0.017 0.066 -0.083
H 7.9049 0.2550 -0.3114 0.084 -0.031 -0.015
H 7.4183 1.4508 -1.5244 0.065 0.015 -0.059
H 7.5854 1.9195 0.1653 0.086 0.047 0.012

Entry 4:
19
Properties=species:S:1:pos:R:3:forces:R:3 method="wB97M-V/def2-TZVPD" energy_ev=-19263.2258 spin_multiplicity=2 charge=+1 max_force_ev_per_a=0.82 de_lowest_ev=0.453 lumo_ev="-4.04 / -9.26"
C -1.1951 0.1527 0.7003 -0.320 -0.024 -0.296
O -2.0401 0.8062 -0.2474 0.226 0.131 0.145
C 0.0344 0.9813 1.0776 -0.325 -0.458 -0.446
C 1.2926 0.6590 0.2507 0.371 0.117 0.720
C 1.6874 -0.8052 0.4982 -0.269 -0.342 0.375
S 3.3048 -1.2644 -0.0466 -0.079 -0.004 -0.131
H -1.8232 -0.1163 1.5524 0.110 0.346 0.072
H -0.9226 -0.8110 0.2562 0.264 -0.131 0.024
H -1.5515 1.4927 -0.7232 -0.145 -0.240 0.097
H 0.2871 0.8920 2.1279 -0.021 -0.204 0.240
H -0.2358 2.0213 0.9413 0.095 0.354 -0.054
H 2.0911 1.2673 0.6790 0.081 0.157 -0.246
H 1.2282 0.8836 -0.8122 -0.224 -0.081 -0.073
H 1.6840 -1.0705 1.5647 0.089 0.174 -0.091
H 0.9689 -1.5275 0.0644 0.213 0.130 -0.289
H 3.3124 -0.6436 -1.2497 -0.054 -0.001 0.007
H -2.5048 -0.9082 -1.4476 -0.250 0.048 -0.518
H -3.0266 -0.6762 -2.8679 -0.074 0.014 0.010
O -2.5909 -1.3331 -2.3183 0.313 0.012 0.454

Entry 5:
50
Properties=species:S:1:pos:R:3:forces:R:3 method="wB97M-V/def2-TZVPD" energy_ev=-108759.3988 spin_multiplicity=1 charge=-1 max_force_ev_per_a=2.34 de_lowest_ev=0.000 lumo_ev=2.28
Na 3.6171 -13.7172 -6.8246 0.324 0.152 -0.357
O -0.3562 -14.3595 -4.9729 -0.053 1.479 -0.169
C -0.2852 -15.6186 -4.6587 -0.415 -2.128 0.457
C -1.3268 -16.2478 -3.9170 1.161 0.384 -0.463
C -1.1565 -17.5442 -3.4520 0.150 0.362 0.316
C -0.0750 -18.3187 -3.8641 0.203 -0.087 0.091
C 0.9070 -17.7304 -4.6836 -1.827 0.355 0.554
C 0.8290 -16.3950 -5.0647 -0.638 0.625 0.405
C 1.9155 -15.6713 -5.8535 1.933 -1.164 0.624
O 1.6932 -14.4427 -6.3409 -1.068 0.529 0.607
N 2.2278 -16.5955 -6.9524 0.181 -0.670 0.408
N 3.1229 -16.2575 -7.8248 0.544 0.916 -0.317
C 3.0885 -16.6919 -9.0271 -0.434 -0.777 -0.079
C 4.0907 -16.3088 -10.0085 -0.849 0.642 1.209
Br 5.0295 -14.7019 -9.6028 0.199 0.016 0.110
C 4.2640 -16.8333 -11.2001 0.968 -0.463 -1.258
C 3.6850 -18.0810 -11.7485 -0.987 1.401 -0.801
C 3.2697 -18.0738 -13.1007 0.822 -1.463 -0.160
C 2.7283 -19.2076 -13.7241 -0.292 0.642 1.427
C 2.4008 -20.3333 -12.9738 1.332 0.036 1.151
C 2.8150 -20.3251 -11.6292 -0.446 1.487 -0.063
C 3.3654 -19.1843 -10.9952 -0.284 -1.440 -0.483
H 0.5250 -14.1523 -5.4988 -0.395 0.026 -0.320
H -2.2040 -15.6590 -3.7106 -0.115 0.123 0.361
H -1.7874 -17.8722 -2.6276 -0.310 -0.336 -0.534
H -0.0142 -19.3705 -3.5250 0.202 0.776 -0.286
H 1.6567 -18.3575 -5.0538 1.385 -0.673 -0.418
H 2.8515 -15.7021 -5.1896 -0.686 0.105 -0.477
H 1.5257 -17.2594 -7.1935 -0.756 -0.405 -0.516
H 2.2514 -17.3482 -9.3571 0.606 0.334 0.106
H 4.9690 -16.2805 -11.8243 -0.275 -0.359 -0.205
H 3.5198 -17.2613 -13.7520 0.036 0.604 0.006
H 2.4836 -19.1381 -14.7486 -0.237 -0.032 -1.021
H 1.9678 -21.2417 -13.3789 -0.028 0.240 -0.152
H 2.6050 -21.1330 -10.9812 -0.244 -0.990 0.360
H 3.5271 -19.1904 -9.9220 0.243 -0.152 -0.182
C 7.1021 -12.9226 -4.1414 1.106 0.519 -1.571
C 6.0690 -13.4475 -5.1523 0.587 -0.886 1.369
C 6.4270 -14.8743 -5.5220 0.789 0.958 -0.029
O 4.7392 -13.3959 -4.5554 1.373 -1.581 0.150
C 6.1485 -12.5973 -6.4178 -1.182 0.877 1.112
O 7.1994 -12.6185 -7.0217 0.990 0.094 -1.141
O 5.0945 -11.9041 -6.6070 -0.240 -0.248 -0.670
H 7.1869 -13.5204 -3.2711 -0.189 -0.795 0.890
H 6.7852 -11.9427 -3.8593 -0.083 0.833 0.377
H 8.1472 -12.8349 -4.5885 -1.461 -0.170 0.300
H 6.3719 -15.5769 -4.7383 0.258 -0.532 1.515
H 7.4195 -14.8658 -5.9851 -0.314 -0.147 0.037
H 5.7100 -15.2460 -6.1790 -1.157 -0.660 -1.780
H 4.3382 -12.6711 -5.0041 -0.425 1.644 -0.490